[1]
Here is a single C9H13N3O2 molecule in a non-equilibrium geometry from OMol25. Energies are from the ωB97M-V functional and the def2-TZVPD basis.

Computed properties:
SMILES: [H]/N=C(\N)Nc1ccc(OC)c(OC)c1
LUMO level (eV): 0.7
Highest occupied orbital energy (eV): -8.1
Maximum force (eV/Å): 4.16
Total charge: 0

Geometry (Å):
O 2.86460 -0.60823 -0.32570
O 1.99876 2.06382 -0.56751
N -3.49227 -0.16400 1.31937
N -2.53102 0.70011 -0.64781
N -4.71736 0.05796 -0.78740
C -1.24501 0.25557 -0.58529
C 0.60537 -1.29603 -0.26428
C -3.63814 0.15595 -0.05158
C -0.27659 1.26829 -0.57171
C 1.54756 -0.34194 -0.44565
C 1.10192 1.03359 -0.55969
C 2.66679 2.13843 0.74750
C -0.81307 -1.04176 -0.44538
C 3.37118 -1.96580 -0.06710
H 1.82417 1.71396 1.67163
H 2.89758 -2.31439 0.83873
H 3.07799 3.29308 0.82861
H -2.55316 -0.39064 1.60663
H 3.55874 1.36579 0.81083
H -5.46710 -0.17716 -0.21295
H 2.95225 -2.57834 -0.89986
H -4.24373 -0.88689 1.58668
H 0.84175 -2.36113 -0.11227
H -0.42433 2.34257 -0.80639
H -1.56615 -1.81569 -0.58479
H 4.41420 -1.73148 -0.07180
H -2.75493 1.28437 -1.40282



[2]
Here is 2 unconnected molecules or ions with the total composition C5H14NO2 in a non-equilibrium geometry from OMol25. Energies are from the ωB97M-V functional and the def2-TZVPD basis.

Computed properties:
LUMO level (eV): 3.7
Highest occupied orbital energy (eV): -2.5
Maximum force (eV/Å): 2.54
Total charge: -1

Geometry (Å):
O 1.53726 2.15650 -1.73294
O -0.92698 -2.94386 0.79946
N 1.22481 -1.05901 0.04888
C -0.63798 0.68758 -0.22658
C -0.62428 1.21589 1.24389
C 1.83160 1.31485 -0.76034
C 0.69755 0.15009 -0.65110
C -1.85564 -0.27860 -0.42026
H -0.61814 -2.03251 0.69002
H -2.64662 0.20193 -0.97922
H 1.90167 1.82280 0.24623
H 1.34859 -0.86632 1.04220
H -0.02233 0.54562 1.84303
H -0.18016 2.21831 1.27331
H -0.81155 1.49640 -0.94365
H -2.30196 -0.63035 0.51376
H -0.31125 -3.51313 0.35169
H -1.59530 -1.14676 -1.02366
H 2.79176 0.72495 -0.89227
H 0.68134 -0.11823 -1.71371
H -1.65963 1.25493 1.55974
H 2.17724 -1.20107 -0.26847



[3]
Here is a molecular structure, C3H9NO in a non-equilibrium geometry from OMol25. Energies are from the ωB97M-V functional and the def2-TZVPD basis.

Computed properties:
LUMO level (eV): 0.8
Highest occupied orbital energy (eV): -8.5
Maximum force (eV/Å): 4.44
Total charge: 0

Geometry (Å):
O -1.35658 -1.09598 0.33167
N 1.15848 -1.28409 -0.24109
C -1.18519 0.23009 -0.44863
C 1.28633 0.12710 0.32031
C 0.05525 1.02459 0.02460
H 1.33934 0.12670 1.66160
H 0.27110 1.88246 -0.77034
H -0.45633 1.52866 0.97397
H -2.02780 0.97205 -0.27180
H 1.29453 -1.39065 -1.39639
H -1.82132 -0.90991 1.20879
H -1.07418 -0.11295 -1.51656
H 2.27362 0.72226 0.04723
H 0.24275 -1.82033 0.07663



[4]
Here is a molecular structure, C3H7NO2 from OMol25. Energies are from the ωB97M-V functional and the def2-TZVPD basis.

Computed properties:
LUMO level (eV): 0.2
Highest occupied orbital energy (eV): -9.3
Maximum force (eV/Å): 0.35
Total charge: 0

Geometry (Å):
O -0.67954 -1.19052 -0.44484
O 1.47095 1.13682 -0.24665
N 0.73808 -0.80589 1.39135
C -0.10536 -1.50534 0.69227
C -0.47016 0.07460 -1.14460
C 0.21721 1.21537 -0.35960
H -0.26917 2.19269 -0.54073
H -1.47051 0.35276 -1.48389
H 1.34872 -0.19316 0.76919
H 0.16621 -0.15628 -2.00389
H -0.52490 -2.43684 1.07735
H -0.01109 0.26364 1.40439
H -0.41044 1.05215 0.88965